(1)
The following is a DFT calculation (ωB97M-V with the def2-TZVPD basis set) of a single C6H8BrNO molecule at a distorted geometry.

Its net charge is 0. The value obtained for the highest occupied orbital energy is -10.2 eV. For the energy relative to the best compared isomer or geometry (same formula, charge and spin), the calculation gives 50.1 kJ/mol. The value obtained for the largest force on an atom is 0.084 Eh/bohr. The SMILES is C[C@]1(O)C[C@](Br)(C#N)C1. The frontier orbital gap comes out at 10.58 eV. The LUMO energy comes out at 0.37 eV.

```
17
Properties=species:S:1:pos:R:3:forces:R:3:nbo_charge:R:1
C 1.39244 0.89061 0.05383 -0.7 1.6 2.9 -0.62
C 0.15187 0.33515 0.71925 2.5 -1.1 0.3 0.24
O 0.17889 0.55728 2.05466 -0.1 0.7 2.7 -0.70
C 0.10156 -1.14029 0.34483 -3.9 -0.5 1.9 -0.42
C -0.97585 -0.70822 -0.69404 -1.1 -1.0 0.9 -0.16
Br -2.59949 -1.83556 -0.66886 0.2 0.2 -0.1 0.04
C -0.51234 -0.68885 -2.05780 0.1 0.4 -2.6 0.24
N -0.25828 -0.63989 -3.19621 -0.2 -0.1 2.2 -0.28
C -1.14397 0.66218 0.04927 -1.2 1.3 -1.9 -0.42
H 2.24897 0.30964 0.15043 1.2 -1.7 0.1 0.21
H 1.68375 1.77396 0.64688 -0.4 0.5 -1.0 0.21
H 1.14390 1.01776 -0.92449 0.0 1.0 -2.9 0.22
H 1.07812 0.70580 2.38500 -0.4 -0.1 -0.2 0.48
H -0.23149 -1.83556 1.21357 0.0 1.4 -1.6 0.24
H 0.87187 -1.60676 -0.11052 2.9 -1.2 -1.3 0.21
H -1.04351 1.60397 -0.67636 -0.8 -1.9 1.8 0.23
H -2.08644 0.59877 0.71057 1.7 0.5 -1.0 0.27
```
Forces are in eV/Å.

(2)
The following is a DFT calculation (ωB97M-V with the def2-TZVPD basis set) of 2 unconnected molecules or ions with the total composition C13H11N at a distorted geometry.

Its net charge is 0. The value obtained for the highest occupied orbital energy (alpha / beta) is -8.6 / -7.5 eV. For the energy relative to the best compared isomer or geometry (same formula, charge and spin), the calculation gives 793.5 kJ/mol. The value obtained for the largest force on an atom is 0.067 Eh/bohr. The frontier orbital gap (alpha / beta) comes out at 7.67 / 5.70 eV. The LUMO energy (alpha / beta) comes out at -0.97 / -1.75 eV.

```
25
Properties=species:S:1:pos:R:3:forces:R:3:nbo_charge:R:1
C 0.33674 2.70394 -0.03171 -0.1 0.7 0.8 0.23
C -3.15445 -0.76289 1.16283 -0.6 -1.2 -0.3 -0.20
C -2.64619 0.29258 1.86595 1.0 -0.6 -2.0 -0.24
C -2.71389 -1.04400 -0.11247 -1.8 -2.8 -0.9 -0.20
C -1.61424 1.00504 1.28899 0.9 1.2 -0.2 -0.12
C -1.83585 -0.23884 -0.75330 0.8 0.6 1.5 -0.20
C -1.17305 0.79265 -0.03963 -0.6 -0.2 -0.5 -0.09
C 2.60435 0.24625 1.91234 0.2 -1.1 -2.4 -0.22
C 1.97034 0.36352 0.72234 0.7 -0.2 0.9 0.00
C 3.06314 -0.61993 0.84687 -1.7 1.5 0.5 -0.02
C 3.77495 -1.54119 0.20824 -1.2 -0.1 -0.3 -0.43
C 0.45618 1.30615 -1.99314 0.7 -1.7 -0.1 -0.66
C -0.12172 1.59037 -0.67505 -1.1 -1.8 0.4 0.01
N 0.64016 3.63138 0.57622 0.4 0.9 0.4 -0.31
H -3.86059 -1.44227 1.61558 -0.2 0.1 0.2 0.21
H -3.01063 0.33167 2.82251 -0.4 1.0 2.4 0.22
H -3.09883 -2.02018 -0.66064 0.7 2.3 1.2 0.21
H -1.07620 1.77945 1.83240 -0.3 -0.1 0.1 0.21
H -1.64644 -0.56992 -1.71181 1.0 0.1 -2.1 0.21
H 2.70941 0.37245 2.95761 0.0 0.2 0.7 0.24
H 3.33252 -2.12364 -0.60950 0.4 0.3 0.4 0.23
H 4.72933 -1.69251 0.58743 1.8 -0.7 0.2 0.21
H 1.07853 2.11944 -2.27224 1.7 0.2 0.2 0.24
H -0.22307 1.49198 -2.76159 -2.1 -0.4 -1.3 0.23
H 0.87498 0.24451 -2.13618 -0.4 1.8 0.3 0.24
```
Forces are in eV/Å.

(3)
The following is a DFT calculation (ωB97M-V with the def2-TZVPD basis set) of a molecular structure, C22H25MgN2O4 at a distorted geometry.

Its net charge is -1. The value obtained for the highest occupied orbital energy is -4.0 eV. The value obtained for the largest force on an atom is 0.046 Eh/bohr. The frontier orbital gap comes out at 6.71 eV. The LUMO energy comes out at 2.68 eV.

```
54
Properties=species:S:1:pos:R:3:forces:R:3:nbo_charge:R:1
C 2.22182 -0.01605 2.60725 0.1 0.5 -0.6 -0.39
C 2.41299 -0.75725 1.41013 -0.1 0.7 0.0 -0.32
C 1.99742 0.03703 0.31300 0.2 0.4 0.6 -0.33
H 2.85782 -1.74390 1.31314 -0.3 0.1 0.2 0.21
C 1.54374 1.28906 0.81924 0.4 -0.3 0.4 -0.45
C 1.68587 1.26701 2.24806 0.7 -0.3 -0.5 -0.50
H 1.28196 2.16556 0.22875 0.0 -0.3 0.3 0.19
C -1.21396 -2.30645 3.26711 0.1 -0.4 -0.9 -0.30
C -0.19747 -3.06525 2.63686 -0.7 0.3 -0.1 -0.33
C -0.24550 -2.82481 1.23439 -0.9 0.3 0.1 -0.33
H 0.48811 -3.75726 3.11731 -0.1 0.3 0.0 0.20
C -1.31787 -1.92628 0.98365 0.8 -0.3 0.8 -0.17
C -1.91034 -1.56628 2.24958 0.5 -0.3 0.0 -0.58
H 2.10643 -0.22125 -0.73866 -0.2 0.0 0.2 0.20
H 1.59496 2.13839 2.89779 -0.2 -0.4 -0.1 0.23
H 2.53365 -0.28969 3.61443 -0.3 -0.1 -0.3 0.22
H -2.85767 -1.02789 2.35047 0.3 -0.2 0.1 0.23
H 0.37822 -3.28881 0.46623 -0.1 0.3 0.4 0.20
H -1.47978 -2.31806 4.32021 0.2 0.1 -0.2 0.21
Mg -0.30597 0.18186 2.19427 0.9 -1.1 1.1 1.81
C -1.78825 -1.36448 -0.33056 0.1 0.2 0.3 -0.05
C -3.31345 -1.53735 -0.42816 -0.1 0.0 -0.1 -0.61
C -1.11995 -2.06797 -1.51426 0.0 0.0 -0.1 -0.61
H -3.58182 -2.57485 -0.18635 0.2 0.2 0.0 0.22
H -3.65159 -1.33945 -1.45103 -0.1 0.1 0.1 0.19
H -3.85314 -0.87148 0.25379 0.1 -0.1 -0.2 0.23
H -1.34004 -3.14335 -1.49339 0.0 0.2 0.0 0.22
H -0.03029 -1.93478 -1.50478 -0.2 0.0 0.1 0.22
H -1.51631 -1.65030 -2.44693 0.1 -0.1 0.0 0.19
C -1.33563 0.13836 -0.31972 0.0 0.5 -0.4 -0.50
C -2.17096 1.12824 -1.11115 0.0 0.0 1.7 0.71
H -0.29396 0.19361 -0.67156 -0.4 -0.1 0.4 0.27
H -1.40605 0.57692 0.70693 -0.5 -0.3 -1.1 0.14
O -3.21226 1.53766 -0.62345 0.2 -0.2 -1.4 -0.58
N -1.56910 1.58940 -2.28292 -0.6 0.5 -0.7 -0.68
C -0.39020 2.46905 -2.08232 -0.1 -0.2 0.1 -0.25
H -2.26512 2.02186 -2.88434 0.1 0.2 0.3 0.38
C 0.92028 1.85282 -2.51562 0.4 0.0 -0.5 0.06
C 2.10627 2.53967 -2.21785 0.0 -0.4 -0.1 -0.24
H 2.04623 3.50643 -1.71135 0.1 -0.3 0.0 0.21
C 3.34498 1.99803 -2.56071 -0.2 0.0 -0.2 -0.19
H 4.26174 2.52125 -2.28041 -0.3 -0.2 -0.1 0.21
C 3.40574 0.79844 -3.28262 -0.3 0.0 0.0 -0.23
H 4.37464 0.39204 -3.58718 -0.4 0.1 0.2 0.21
C 2.22134 0.14843 -3.65031 -0.1 0.4 0.1 -0.21
H 2.25344 -0.76040 -4.25494 0.0 0.2 0.2 0.21
C 0.97456 0.67691 -3.27272 0.4 0.2 0.1 -0.25
H 0.03931 0.21015 -3.59207 0.4 0.0 0.3 0.23
H -0.32459 2.76576 -1.01695 0.0 -0.1 -0.5 0.22
H -0.54185 3.39719 -2.65557 -0.1 -0.3 0.2 0.21
O -0.25744 0.13874 4.33605 -1.3 2.0 0.4 -0.58
N -0.97172 1.22227 4.40552 0.9 -1.2 -1.0 0.70
O -1.37505 1.67819 5.44994 0.1 0.0 -0.5 -0.40
O -1.21419 1.77333 3.24378 -0.1 -0.6 1.2 -0.65
```
Forces are in eV/Å.

The following molar mass values (in g mol⁻¹) correspond, in order, to the records above: 190.04; 181.24; 405.76.